(1)
# C6H9N6

The ion C6H9N6 with charge +1 at a distorted geometry (ωB97M-V with the def2-TZVPD basis set, OMol25).

Computed properties:
- Energy relative to the best compared isomer or geometry (same formula, charge and spin): 5.527 eV
- LUMO energy (alpha / beta): -0.13644 / -0.13644 Eh
- Total energy: -562.1007 hartree
- HOMO (alpha / beta): -11.2127 / -11.2171 eV

```
! wB97M-V def2-TZVPD RIJCOSX def2/J DEFGRID3
* xyz 1 1
C -0.91300 1.71295 -0.24257
C -1.55322 0.46291 -0.10121
C 0.54155 0.24556 0.56836
C 2.42923 2.34095 0.00952
C 3.25113 0.03940 -0.38292
C -3.02580 0.18993 -0.24234
N 1.23766 2.52498 0.27077
N 2.89921 1.16122 -0.17687
N 0.34856 1.48674 0.22933
N -0.65079 -0.42936 0.37881
N 2.71732 -2.15378 0.17860
N 3.60564 -1.17473 -0.13474
H -1.23953 2.69623 -0.69508
H 3.15112 3.20957 -0.24063
H -3.62117 0.69577 -1.08474
H -3.20126 -0.83816 -0.55925
H -3.73695 0.24652 0.66744
H -0.75983 -1.46750 0.40523
H 1.52568 -0.33470 0.92022
H 3.08308 -3.03524 -0.01075
H 4.59411 -1.46042 -0.22489
*
```

(2)
# C50H50N10

A cluster of 10 separate species, C50H50N10 in total at a distorted geometry (ωB97M-V with the def2-TZVPD basis set, OMol25).

Computed properties:
- Energy relative to the best compared isomer or geometry (same formula, charge and spin): 19.692 eV
- LUMO energy: 0.00793 Eh
- Total energy: -2482.0851 hartree
- HOMO: -7.6512 eV
- SMILES: c1ccncc1.c1ccncc1.c1ccncc1.c1ccncc1.c1ccncc1.c1ccncc1.c1ccncc1.c1ccncc1.c1ccncc1.c1ccncc1

```
! wB97M-V def2-TZVPD RIJCOSX def2/J DEFGRID3
* xyz 0 1
C 2.63168 -8.60468 -3.57755
C 1.26768 -8.83781 -3.43589
C 0.69581 -9.38016 -2.30127
N 1.46026 -9.60211 -1.23466
C 2.82553 -9.47652 -1.30375
C 3.44952 -8.92166 -2.44874
H 3.09451 -8.29470 -4.50280
H 0.61830 -8.69378 -4.28675
H -0.35601 -9.57429 -2.15163
H 3.45530 -9.57400 -0.43180
H 4.51501 -8.74653 -2.47023
C -1.58948 -10.52031 0.63056
C -1.40148 -11.36598 1.72073
C -0.21354 -11.29448 2.35261
N 0.76381 -10.47099 2.00203
C 0.61640 -9.71102 0.92077
C -0.53168 -9.72874 0.19393
H -2.48334 -10.51831 0.02442
H -2.19044 -12.09137 1.85393
H -0.04525 -11.84009 3.26934
H 1.42407 -9.05755 0.62575
H -0.63257 -9.31421 -0.79823
C 2.71094 -11.89405 4.98902
C 1.86827 -11.91836 3.87802
C 2.21155 -12.72437 2.80786
N 3.31452 -13.55368 2.77960
C 4.02752 -13.64773 3.94773
C 3.84824 -12.69426 4.93974
H 2.60270 -11.20741 5.81559
H 1.07574 -11.18804 3.80784
H 1.51771 -12.77560 1.98180
H 4.87259 -14.31964 3.97560
H 4.47018 -12.74729 5.82109
C -1.25714 -8.80360 5.97939
C -0.98934 -8.65107 4.65161
C -1.25924 -9.74522 3.78066
N -1.67668 -10.95609 4.19907
C -1.80287 -11.09124 5.54990
C -1.60900 -10.06388 6.43947
H -0.98418 -7.99366 6.63962
H -0.54797 -7.74728 4.25821
H -0.98014 -9.67616 2.73963
H -2.01969 -12.09018 5.89848
H -1.84337 -10.24322 7.47837
C -1.15115 -7.14773 2.04926
C -1.96498 -8.16098 1.54073
C -2.41752 -8.04109 0.22545
N -2.02846 -7.08201 -0.63303
C -1.18471 -6.13428 -0.16680
C -0.71034 -6.16147 1.13959
H -0.81848 -7.09169 3.07522
H -2.25443 -8.97540 2.18830
H -3.23696 -8.65996 -0.10910
H -0.81932 -5.33752 -0.79772
H 0.00719 -5.39717 1.39922
C 1.70573 -15.52815 1.52597
C 1.66819 -15.89787 0.16587
C 0.77497 -15.29060 -0.71640
N -0.14462 -14.36874 -0.29576
C -0.12298 -14.08011 1.02698
C 0.78357 -14.63843 1.97155
H 2.44247 -15.87405 2.23588
H 2.36850 -16.62258 -0.22241
H 0.73990 -15.47622 -1.77975
H -0.81564 -13.30035 1.30732
H 0.71556 -14.33353 3.00539
C 2.07752 -9.21333 5.14511
C 3.02846 -8.29870 5.53418
C 3.48675 -7.39262 4.60010
N 3.14893 -7.42813 3.31048
C 2.32245 -8.34577 2.87360
C 1.71984 -9.29202 3.75528
H 1.60937 -9.96243 5.76647
H 3.26292 -8.10497 6.57047
H 4.10912 -6.59412 4.97620
H 2.19215 -8.45454 1.80702
H 0.97520 -10.04303 3.53641
C 1.43248 -11.93236 -2.58921
C 0.76329 -12.11026 -1.36654
C -0.63254 -11.98746 -1.34444
N -1.37354 -11.65923 -2.48417
C -0.65048 -11.63424 -3.62647
C 0.73019 -11.72416 -3.75337
H 2.51168 -11.91955 -2.54988
H 1.31137 -12.31174 -0.45801
H -1.24182 -12.21116 -0.48123
H -1.26471 -11.38217 -4.47827
H 1.26909 -11.60998 -4.68232
C -1.92436 -7.52157 -3.97727
C -2.23188 -8.35847 -5.08749
C -2.56910 -9.71719 -4.83231
N -2.39877 -10.24793 -3.59423
C -2.01890 -9.45433 -2.54684
C -1.77321 -8.06540 -2.69854
H -1.93453 -6.44988 -4.11061
H -2.39146 -7.90422 -6.05423
H -2.91961 -10.44148 -5.55269
H -1.87234 -9.89083 -1.56991
H -1.36834 -7.43769 -1.91851
C -2.85273 -14.27275 1.60181
C -2.31116 -14.94480 0.51650
C -2.51570 -14.42140 -0.79132
N -3.22217 -13.31163 -1.13676
C -3.76121 -12.71299 -0.02738
C -3.62925 -13.17147 1.27945
H -2.71901 -14.67414 2.59549
H -1.68287 -15.80581 0.69057
H -1.91729 -14.87847 -1.56553
H -4.25852 -11.79508 -0.30401
H -4.02795 -12.62448 2.12102
*
```

(3)
# C41H88N8O17

A cluster of 10 separate species, C41H88N8O17 in total at a distorted geometry (ωB97M-V with the def2-TZVPD basis set, OMol25).

Computed properties:
- Energy relative to the best compared isomer or geometry (same formula, charge and spin): 0.288 eV
- LUMO energy: -0.06146 Eh
- Total energy: -3331.8510 hartree
- HOMO: -8.9957 eV
- SMILES: O=C1C=C(O)C(=O)C=C1O.O=C1C=C(O)C(=O)C=C1O.C[N+](=O)[O-].COC[C@H](C)N.COC[C@H](C)N.COC[C@H](C)N.COC[C@H](C)N.COC[C@H](C)N.COC[C@H](C)N.COC[C@H](C)N

```
! wB97M-V def2-TZVPD RIJCOSX def2/J DEFGRID3
* xyz 0 1
O 0.14299 -4.35248 -2.88707
C 0.30972 -4.10612 -1.71368
C -0.10824 -2.95230 -0.94673
C 0.13275 -2.76402 0.35135
O -0.29868 -1.69670 0.98046
C 0.95280 -3.76666 1.11900
O 1.31399 -3.57206 2.25865
C 1.28175 -4.99431 0.40605
C 1.00670 -5.16515 -0.88653
O 1.30657 -6.27456 -1.51907
H -0.66652 -2.14647 -1.41355
H 0.21467 -1.52509 1.84457
H 1.72632 -5.82220 0.94524
H 1.00364 -6.17235 -2.44072
O -5.03187 -1.90178 1.62798
C -4.87736 -0.78519 2.06535
C -3.82294 0.11940 1.60073
C -3.80237 1.39949 1.96671
O -2.82489 2.21604 1.56701
C -4.88364 2.02675 2.80598
O -4.84510 3.19031 3.10589
C -5.88790 1.10410 3.32697
C -5.87288 -0.19777 3.02156
O -6.67531 -1.07379 3.60653
H -3.00089 -0.31466 1.04586
H -2.89874 3.06859 2.04233
H -6.64230 1.41893 4.03890
H -6.52990 -1.93600 3.17663
C -0.45760 1.29025 -0.65039
N 0.87235 0.61754 -0.63109
O 1.67809 1.00941 0.19310
O 1.09894 -0.28018 -1.41557
H -1.01123 0.81930 0.15301
H -0.84332 1.24501 -1.66230
H -0.29040 2.34041 -0.42558
C -3.70945 -0.30693 4.55196
O -2.38807 0.19987 4.55737
C -1.52841 -0.55031 3.72642
C -0.24754 0.21557 3.57386
C -0.44119 1.37501 2.61488
N 0.84908 -0.66421 3.12814
H -4.16016 -0.07360 3.57602
H -4.23815 0.23298 5.33432
H -3.79031 -1.38351 4.73329
H -1.40472 -1.53850 4.19245
H -1.99685 -0.71751 2.74237
H -0.05980 0.69063 4.55002
H 0.45620 1.98214 2.49662
H -1.24201 2.01338 2.97110
H -0.67156 0.98131 1.62026
H 1.13119 -1.23901 3.91802
H 1.64584 -0.04182 2.94206
C -4.01407 -0.46601 -1.93370
O -4.11840 -1.74664 -2.50129
C -4.22426 -2.70632 -1.49714
C -4.37009 -4.04255 -2.13082
C -5.72772 -4.26819 -2.75607
N -4.22037 -5.05506 -1.03425
H -4.97207 -0.15184 -1.48795
H -3.85442 0.27002 -2.72519
H -3.22347 -0.39652 -1.18044
H -3.38846 -2.66877 -0.78420
H -5.10136 -2.54389 -0.85342
H -3.56111 -4.30025 -2.82106
H -6.52030 -4.07217 -2.03647
H -5.81559 -5.27997 -3.15158
H -5.83147 -3.58588 -3.60563
H -3.32111 -4.95236 -0.57629
H -4.28431 -5.99944 -1.38855
C -0.85608 -5.26236 -7.28540
O -0.50735 -3.91119 -7.25834
C -0.31851 -3.39718 -5.95466
C 0.10897 -1.94570 -6.08633
C 0.41525 -1.32820 -4.75596
N -0.93933 -1.15695 -6.80686
H -1.86425 -5.43111 -6.88420
H -0.13441 -5.88165 -6.73984
H -0.84960 -5.57425 -8.32934
H -1.24710 -3.48748 -5.37364
H 0.43607 -3.94557 -5.37048
H 0.99070 -1.89924 -6.73285
H 0.65548 -0.26472 -4.85114
H 1.24406 -1.79452 -4.22022
H -0.42679 -1.36422 -4.05686
H -1.29797 -1.78863 -7.52042
H -1.70050 -1.07872 -6.13380
C -1.11443 5.06482 0.36375
O -1.71634 4.86889 1.62106
C -1.28081 5.77259 2.59124
C -2.17730 5.76076 3.81836
C -1.99100 4.48317 4.63176
N -3.57859 6.01765 3.41365
H -1.63170 4.47996 -0.39816
H -0.06824 4.73744 0.35211
H -1.22480 6.11566 0.07553
H -0.25049 5.54755 2.89815
H -1.29426 6.81103 2.22898
H -1.80478 6.59221 4.42865
H -2.66658 4.38527 5.48623
H -0.99426 4.51092 5.09312
H -2.06709 3.55475 4.06727
H -3.65131 5.68049 2.45717
H -4.22555 5.44896 3.94182
C 4.08727 0.08061 2.40217
O 3.19896 1.07551 2.93762
C 3.32852 2.31600 2.25477
C 3.42933 3.49605 3.21792
C 2.17315 3.71860 4.00952
N 3.81839 4.73150 2.51071
H 3.96055 -0.83642 2.97480
H 5.13040 0.40361 2.49938
H 3.88408 -0.09645 1.34051
H 4.18983 2.35315 1.57807
H 2.45976 2.45481 1.58916
H 4.26142 3.27974 3.89704
H 1.78438 2.75886 4.35774
H 1.36872 4.18672 3.43108
H 2.34710 4.37481 4.86126
H 3.12896 4.93858 1.79144
H 4.71036 4.62738 2.04065
C 3.61729 6.28797 -4.46168
O 3.70790 5.41988 -3.36839
C 3.63621 4.07426 -3.76452
C 3.61535 3.20481 -2.54905
C 3.49930 1.73998 -2.98078
N 2.38240 3.52265 -1.75816
H 3.63179 7.30608 -4.09070
H 2.66398 6.10090 -4.98200
H 4.39273 6.10918 -5.21500
H 2.74569 3.89863 -4.38843
H 4.49430 3.79568 -4.39777
H 4.56604 3.29541 -2.01089
H 2.50900 1.52809 -3.38739
H 3.55684 1.08464 -2.10527
H 4.28992 1.47167 -3.68340
H 2.58964 3.15946 -0.82269
H 2.45729 4.53396 -1.59747
C 5.30280 -4.30046 3.00946
O 5.42463 -4.31826 1.60483
C 4.78088 -3.23997 1.00095
C 4.81334 -3.37924 -0.51927
C 4.03188 -2.25963 -1.16291
N 4.27091 -4.66423 -0.97786
H 5.38397 -3.28750 3.40272
H 6.10118 -4.93534 3.40462
H 4.39226 -4.82490 3.32516
H 3.72538 -3.15744 1.31252
H 5.25949 -2.27726 1.25744
H 5.87528 -3.37415 -0.78649
H 4.34043 -1.29775 -0.72619
H 2.95551 -2.34833 -1.02503
H 4.30262 -2.12957 -2.21063
H 4.72390 -5.44282 -0.50459
H 3.30290 -4.75529 -0.66800
*
```

(4)
# C37H70BN10Sr

A structure of composition C37H70BN10Sr at a distorted geometry (ωB97M-V with the def2-TZVPD basis set, OMol25).

Computed properties:
- Energy relative to the best compared isomer or geometry (same formula, charge and spin): 0.470 eV
- LUMO energy: -0.06750 Eh
- Total energy: -2055.0234 hartree
- HOMO: -10.4949 eV

```
! wB97M-V def2-TZVPD RIJCOSX def2/J DEFGRID3
* xyz 1 1
Sr 0.91057 1.43251 0.57898
C 1.58261 5.28456 1.69045
C 0.59081 4.60839 2.63387
N 0.73875 3.14766 2.75702
C 1.85225 2.75764 3.63555
C 1.77087 1.28291 4.01152
N 1.79048 0.38193 2.84658
C 2.99866 -0.46255 2.73819
C 4.25871 0.26758 2.26993
C 4.41737 0.42330 0.75731
N 3.57469 1.46923 0.14426
C 4.08446 2.82357 0.38566
C 3.36718 3.85791 -0.47060
N 1.89293 3.82613 -0.34244
C 1.32960 5.08009 0.19699
H 2.60936 5.00005 1.94232
H 1.51517 6.35611 1.88646
H -0.42126 4.81147 2.27619
H 0.67861 5.07679 3.62101
H -0.11369 2.80351 3.19245
H 1.85565 3.35032 4.55840
H 2.79699 2.95866 3.12618
H 0.84969 1.11843 4.57658
H 2.59788 1.05293 4.68916
H 1.01473 -0.27592 2.91310
H 2.75993 -1.26879 2.04043
H 3.20902 -0.93173 3.70562
H 5.11381 -0.32002 2.60806
H 4.34847 1.23562 2.77376
H 4.16428 -0.52703 0.28151
H 5.47341 0.61994 0.53941
H 3.57517 1.30393 -0.86033
H 5.15936 2.89332 0.17682
H 3.95434 3.06552 1.44256
H 3.64337 3.70032 -1.51609
H 3.74926 4.84580 -0.20159
H 1.51075 3.70665 -1.27624
H 0.25247 5.07226 0.01046
H 1.73950 5.93688 -0.34726
C 3.40808 1.00129 -4.06696
C 2.20195 1.81372 -3.58273
C 1.81400 2.88756 -4.59738
C 1.05206 0.91084 -3.24987
C 0.08998 0.35838 -4.10411
C -0.72213 -0.41092 -3.29508
C -2.01600 -1.06581 -3.66576
C -2.00215 -1.57992 -5.10403
C -3.16413 -0.06994 -3.45603
N -0.23258 -0.34402 -2.03589
N 0.83946 0.52030 -2.00023
B -0.54350 -0.93802 -0.63481
N -1.81721 -0.32079 0.00159
N -1.60126 0.86071 0.64608
C -2.78191 1.26788 1.10615
C -3.77381 0.33734 0.76979
C -3.11177 -0.66325 0.07018
C -3.64911 -1.98034 -0.40350
C -5.09466 -1.86455 -0.88474
C -3.52604 -3.00840 0.72668
C -2.88190 2.50509 1.94908
C -2.71002 2.14763 3.43276
C -4.19725 3.24376 1.72115
N -0.31778 -2.42000 -0.21202
N 0.05239 -2.43174 1.11371
C 0.09338 -3.69774 1.48575
C -0.23840 -4.53683 0.40881
C -0.49265 -3.69541 -0.65210
C -0.80334 -4.10282 -2.06587
C -1.20521 -5.57531 -2.14367
C 0.39522 -3.83696 -2.98018
C 0.44898 -4.04844 2.90517
C 0.69619 -5.54399 3.07287
C -0.64448 -3.56351 3.86325
H 4.26882 1.65077 -4.24125
H 3.68598 0.23681 -3.33855
H 3.16963 0.49559 -5.00428
H 2.49033 2.30923 -2.64869
H 1.53975 2.43083 -5.55015
H 0.96221 3.47581 -4.25145
H 2.65158 3.56189 -4.78347
H -0.01898 0.51152 -5.16519
H -2.17734 -1.91296 -3.00044
H -1.93164 -0.75028 -5.81127
H -1.16330 -2.25237 -5.28188
H -2.92702 -2.11773 -5.31677
H -3.04423 0.78102 -4.13004
H -4.12234 -0.54513 -3.67255
H -3.18331 0.30630 -2.43122
H 0.35128 -0.46193 -0.02989
H -4.82402 0.37291 1.00759
H -3.03005 -2.32449 -1.23638
H -5.75400 -1.60284 -0.05447
H -5.20640 -1.10502 -1.65746
H -5.43208 -2.82121 -1.28582
H -4.17178 -2.72026 1.55963
H -3.83579 -3.99634 0.37912
H -2.49974 -3.07714 1.09208
H -2.05786 3.16551 1.64984
H -3.55388 1.54193 3.76845
H -1.80629 1.55351 3.59519
H -2.67059 3.04564 4.05518
H -5.04199 2.62030 2.02094
H -4.23145 4.15724 2.31785
H -4.32788 3.51117 0.67239
H -0.26205 -5.61361 0.39350
H -1.66168 -3.52619 -2.41994
H -0.37671 -6.22236 -1.84837
H -2.05659 -5.79150 -1.49747
H -1.47988 -5.82969 -3.16817
H 1.24589 -4.43534 -2.64535
H 0.16403 -4.12330 -4.00811
H 0.69608 -2.78960 -2.96750
H 1.37379 -3.51580 3.15026
H -0.21394 -6.10881 2.85727
H 1.48298 -5.89778 2.40478
H 0.99357 -5.76722 4.09836
H -1.58084 -4.08671 3.65424
H -0.36823 -3.75917 4.90136
H -0.82471 -2.49491 3.73786
*
```

(5)
# C5H7NO

An isolated molecule of C5H7NO at a distorted geometry (ωB97M-V with the def2-TZVPD basis set, OMol25).

Computed properties:
- Energy relative to the best compared isomer or geometry (same formula, charge and spin): 3.895 eV
- LUMO energy: 0.02296 Eh
- Total energy: -324.5813 hartree
- HOMO: -8.6357 eV

```
! wB97M-V def2-TZVPD RIJCOSX def2/J DEFGRID3
* xyz 0 1
C 0.23838 -0.85422 -1.90382
C -0.05780 -0.77297 -0.40715
C 1.14132 0.28224 0.96274
C 0.23808 0.64663 1.88846
N -1.04284 0.25165 1.48319
C -0.79925 0.38949 0.03316
O -0.93699 1.41545 -0.58483
H 0.74299 -1.78173 -2.19828
H 0.83849 0.00113 -2.19917
H -0.68182 -0.80588 -2.51993
H -0.50148 -1.71554 -0.02725
H 2.09452 0.80661 0.79805
H 0.35732 1.25185 2.80114
H -1.81197 0.80046 1.82427
*
```

(6)
# C6H22NO4

A cluster of 5 separate species, C6H22NO4 in total at a distorted geometry (ωB97M-V with the def2-TZVPD basis set, OMol25).

Computed properties:
- Energy relative to the best compared isomer or geometry (same formula, charge and spin): 2.295 eV
- LUMO energy: -0.10453 Eh
- Total energy: -597.2427 hartree
- HOMO: -12.2022 eV

```
! wB97M-V def2-TZVPD RIJCOSX def2/J DEFGRID3
* xyz 1 1
C -0.77521 -1.63991 0.65437
C -2.08056 -0.86513 0.62639
C -2.08528 0.48702 -0.21528
C 0.51873 3.28915 0.30036
C -0.81472 2.59547 0.19959
C -0.81026 1.29739 -0.00709
N -0.57228 -2.08994 -0.85812
H 0.19311 -1.19803 0.96532
H -1.00201 -2.57522 1.17475
H -2.90168 -1.43440 0.19851
H -2.31738 -0.77008 1.68611
H -2.24971 0.27347 -1.28086
H -3.02848 1.00036 0.06469
H 1.19323 2.53049 0.75171
H 0.82574 3.68497 -0.66720
H 0.47388 4.21403 0.88829
H -1.68401 3.26258 0.26415
H 0.03977 0.61038 0.07833
H 0.17632 -2.74710 -1.00489
H -0.20901 -1.17005 -1.25376
H -1.39432 -2.46741 -1.30447
H 0.19985 0.11075 -3.24466
H 1.33405 -0.54219 -2.72896
O 0.54271 -0.13067 -2.35391
H 2.94791 -1.83393 -2.28621
H 3.00793 -2.43701 -0.91716
O 2.44461 -2.40676 -1.69621
H 1.21333 1.65882 2.70481
H -0.19283 1.41146 3.36333
O 0.58536 0.97885 2.99947
H 2.41502 -1.77170 1.14156
H 1.96889 -0.26356 1.14772
O 2.03733 -1.06206 0.60932
*
```